1.
Density functional theory data (ωB97M-V/def2-TZVPD) for one molecule with the formula C6H14IN at a distorted geometry.

Computed properties:
2S+1: 1
Energy: -589.3552 Ha
Molecular weight: 227.1 g/mol
Relative energy (zero: lowest compared OMol25 entry of this formula, charge and spin): 12.6 kcal per mole
Frontier orbital gap: 8.226 eV
SMILES: CCC(C)(C)N(C)I
Maximum force: 3.79 eV Å⁻¹

Geometry as XYZ:
```
22
Properties=species:S:1:pos:R:3:forces:R:3:mulliken_charge:R:1
C 0.028657 2.333964 0.123732 1.1 3.3 -1.4 -0.995
C -1.065446 -1.403884 0.343218 -0.8 0.9 -2.1 -1.781
C 0.335774 -0.239075 1.979931 0.2 -1.7 -1.8 -1.557
C 1.097015 -1.476251 -1.589745 0.9 0.1 -1.2 -0.774
C -0.507305 1.057432 -0.365112 -0.8 -3.3 1.6 -0.543
C 0.091847 -0.320905 0.471747 -0.9 -0.3 -2.8 1.249
N 1.289339 -0.924067 -0.248004 -0.2 0.9 1.1 -0.369
I 3.094045 0.022815 0.001872 -0.2 0.1 -0.1 0.053
H 1.154351 2.603333 -0.102754 -2.0 -1.3 1.1 0.201
H -0.413451 3.280963 -0.393483 0.1 -1.7 0.9 0.330
H -0.302864 2.325479 1.145567 0.7 0.9 0.8 0.279
H -1.603480 -1.456274 -0.728925 1.0 0.6 2.5 0.284
H -0.748185 -2.421771 0.495062 0.6 -0.3 0.3 0.505
H -1.749187 -1.165953 1.171843 -0.3 -0.1 -0.7 0.487
H 1.333407 0.055330 2.193285 0.8 0.4 0.4 0.436
H -0.363100 0.447129 2.349000 -1.0 0.8 1.1 0.449
H 0.164804 -1.286725 2.324963 0.2 1.0 0.3 0.349
H 1.992559 -1.263676 -2.344754 -1.7 -0.6 1.9 0.249
H 1.033103 -2.579221 -1.353354 -0.3 1.0 -1.3 0.300
H 0.212673 -1.003902 -2.115887 0.7 -1.0 0.6 0.250
H -1.654037 0.964092 -0.262271 1.7 0.5 -0.1 0.300
H -0.274484 0.849333 -1.376944 0.2 -0.2 -1.1 0.296
```
Forces are in eV/Å.

***

2.
Density functional theory data (ωB97M-V/def2-TZVPD) for an isolated ion of composition C6H14IN2 and charge +1 at a distorted geometry.

Computed properties:
2S+1: 1
Energy: -643.8655 Ha
Molecular weight: 241.1 g/mol
Charge: +1
Relative energy (zero: lowest compared OMol25 entry of this formula, charge and spin): 59.7 kcal per mole
Frontier orbital gap: 8.556 eV
SMILES: CC[C@@H](C)C(=[NH2+])N(C)I
Maximum force: 7.81 eV Å⁻¹

Geometry as XYZ:
```
23
Properties=species:S:1:pos:R:3:forces:R:3:mulliken_charge:R:1
C -0.824496 -0.575100 -0.045832 -4.0 3.9 5.5 0.321
C 2.276618 -0.595140 0.998365 1.0 -2.9 1.5 -1.227
C -0.043647 0.735784 -2.047588 -1.9 0.3 1.4 -1.426
C -1.452299 1.493718 1.394103 -0.2 -1.1 3.0 -0.806
C 1.765693 -0.537720 -0.350062 -1.6 1.3 -3.2 -0.566
C 0.319906 0.211699 -0.551857 2.3 0.8 -1.1 0.438
N -1.824472 0.126887 1.109676 2.9 -2.8 -3.9 -0.558
N -1.188091 -1.786200 -0.222160 1.7 0.2 -1.3 -0.173
I -3.790803 -0.257633 0.616587 0.0 0.3 0.2 0.212
H 1.490117 -1.080095 1.580830 0.5 -0.3 0.6 0.307
H 3.264387 -1.182649 1.044609 -1.7 0.4 -0.1 0.317
H 2.542747 0.264766 1.500410 0.2 2.4 0.7 0.403
H -0.029289 -0.008550 -2.818176 0.5 -0.5 -0.3 0.377
H -1.140538 1.142070 -2.086095 2.0 -0.6 0.4 0.328
H 0.629708 1.570362 -2.230164 0.0 -0.2 -0.3 0.410
H -0.393566 1.385788 1.827295 -1.6 0.9 -0.7 0.325
H -1.613340 2.142878 0.569183 0.3 0.9 -0.5 0.322
H -2.172577 1.709173 2.251420 1.2 0.5 -1.0 0.391
H 2.460611 -0.032144 -1.028800 -0.2 0.0 -0.1 0.402
H 1.657890 -1.534098 -0.726682 0.0 -0.8 -0.4 0.338
H 0.596993 1.225273 -0.113652 -1.5 -1.5 0.5 0.324
H -0.503041 -2.181886 -0.850000 -0.5 -1.6 -0.2 0.328
H -2.028517 -2.237193 0.178587 0.7 0.4 -0.4 0.214
```
Forces are in eV/Å.